(1)
10
Properties=species:S:1:pos:R:3 method="wB97M-V/def2-TZVPD" homo_lumo_gap_ev=8.9970 e_lumo_ev=-5.933 relative_energy_kcal_mol=18.94 total_charge=+1
C 0.82 0.63 0.50
N -1.27 -1.28 -0.72
S 1.90 0.01 1.57
S 0.82 2.14 -0.24
H 0.03 -0.04 0.17
H -1.59 -1.27 0.25
H -1.23 -2.18 -1.02
H -2.16 -0.81 -1.01
H 2.91 1.04 1.48
H -0.23 1.76 -0.99

---

(2)
75
Properties=species:S:1:pos:R:3 method="wB97M-V/def2-TZVPD" homo_lumo_gap_ev="2.0945 / 2.0949" e_lumo_ev="-15.415 / -15.415" relative_energy_kcal_mol=0.00 total_charge=+4
Sn 0.09 -0.31 0.17
P 1.69 -2.52 0.52
P -0.07 0.19 -2.36
P -2.04 -1.66 0.64
H 0.65 1.85 1.77
C -0.08 1.11 2.13
C 0.35 0.02 2.89
H 1.41 -0.12 3.05
C 3.48 -2.25 0.69
C 1.61 -3.66 -0.92
C 1.35 -3.66 1.91
C -1.00 1.74 -2.53
C 1.53 0.43 -3.20
C -0.95 -1.13 -3.26
C -2.49 -2.00 2.37
C -2.20 -3.24 -0.24
C -3.34 -0.55 0.03
H -1.14 1.42 2.08
H -0.34 -0.65 3.41
H 3.67 -1.43 1.40
H 3.92 -1.97 -0.28
H 3.98 -3.17 1.04
H 2.02 -3.16 -1.81
H 0.57 -3.96 -1.13
H 2.20 -4.56 -0.72
H 1.58 -3.16 2.86
H 2.00 -4.55 1.83
H 0.30 -3.99 1.91
H -1.13 2.00 -3.59
H -0.45 2.55 -2.04
H -2.00 1.69 -2.07
H 1.43 0.35 -4.29
H 2.25 -0.33 -2.86
H 1.95 1.42 -2.95
H -0.92 -0.93 -4.34
H -2.00 -1.21 -2.95
H -0.47 -2.10 -3.08
H -3.51 -2.42 2.40
H -2.48 -1.07 2.96
H -1.79 -2.72 2.82
H -3.24 -3.60 -0.12
H -1.51 -3.98 0.17
H -2.00 -3.12 -1.32
H -4.32 -0.97 0.31
H -3.31 -0.42 -1.06
H -3.22 0.44 0.49
C -5.03 2.75 -1.49
C -5.59 3.99 -1.90
C -6.27 4.74 -0.92
C -6.41 4.27 0.39
C -5.96 2.98 0.73
C -5.37 2.19 -0.27
O -4.02 2.06 -2.14
H -3.77 2.45 -3.00
H -5.50 4.35 -2.92
H -6.70 5.72 -1.17
H -6.88 4.89 1.16
H -6.04 2.59 1.74
H -5.08 1.16 -0.07
C 3.93 1.12 3.43
O 3.69 0.85 2.04
P 4.24 1.96 0.88
O 5.85 1.87 1.14
C 6.56 0.65 1.40
O 3.97 0.98 -0.44
C 4.86 0.84 -1.55
H 3.45 0.32 4.00
H 3.50 2.09 3.72
H 5.00 1.11 3.68
H 6.71 0.51 2.48
H 6.06 -0.24 0.97
H 7.53 0.78 0.92
H 4.28 1.01 -2.47
H 5.70 1.55 -1.51
H 5.24 -0.18 -1.56

---

(3)
181
Properties=species:S:1:pos:R:3 method="wB97M-V/def2-TZVPD" homo_lumo_gap_ev=9.2237 e_lumo_ev=0.461 relative_energy_kcal_mol=54.80 total_charge=0
C -0.34 -0.82 0.73
C -0.83 0.36 -0.06
O 0.16 1.32 -0.28
H 0.23 -0.53 1.62
H 0.36 -1.45 0.17
H -1.18 -1.40 1.08
H -1.73 0.78 0.39
H -1.23 0.13 -1.05
H -0.06 1.93 -1.00
C -2.34 -5.48 2.99
C -2.93 -4.13 2.71
O -4.35 -4.15 2.63
H -2.61 -5.88 3.97
H -1.25 -5.36 2.96
H -2.57 -6.22 2.22
H -2.48 -3.80 1.77
H -2.56 -3.44 3.47
H -4.68 -4.82 3.24
C -4.33 3.24 -1.27
C -3.64 1.94 -1.61
O -3.77 1.68 -2.99
H -3.97 3.56 -0.29
H -5.39 2.99 -1.25
H -4.15 4.05 -1.97
H -4.12 1.18 -0.99
H -2.56 1.93 -1.46
H -4.16 0.81 -3.12
C -4.19 -0.58 1.06
C -5.44 -1.36 0.85
O -5.17 -2.69 0.44
H -3.50 -1.17 1.66
H -4.48 0.35 1.55
H -3.67 -0.45 0.11
H -6.00 -0.85 0.07
H -6.10 -1.37 1.72
H -4.81 -3.15 1.20
C 0.26 -2.55 4.31
C 1.75 -2.66 4.00
O 1.87 -3.67 3.04
H -0.34 -2.34 3.44
H 0.07 -1.73 5.01
H -0.16 -3.45 4.76
H 2.35 -2.87 4.89
H 2.09 -1.70 3.60
H 1.81 -4.51 3.50
C 0.10 -8.71 1.93
C 1.12 -7.83 1.16
C 0.76 -6.35 0.89
O -0.40 -6.24 -0.01
C -0.71 -4.86 -0.31
N 2.47 -7.84 1.76
H -0.84 -8.93 1.43
H -0.19 -8.16 2.83
H 0.53 -9.66 2.24
H 1.18 -8.20 0.14
H 1.52 -5.83 0.32
H 0.62 -5.83 1.84
H -1.73 -4.83 -0.68
H 0.04 -4.53 -1.04
H -0.63 -4.17 0.53
H 2.70 -8.74 2.18
H 3.19 -7.65 1.08
C 1.65 -1.66 -7.28
C 2.12 -2.81 -6.38
C 1.65 -2.83 -4.94
O 1.81 -1.62 -4.25
C 1.24 -1.60 -2.94
N 1.74 -4.03 -7.03
H 2.03 -0.76 -6.80
H 0.56 -1.65 -7.30
H 2.04 -1.82 -8.29
H 3.20 -2.74 -6.36
H 2.11 -3.67 -4.41
H 0.60 -3.08 -5.07
H 0.26 -2.08 -3.01
H 1.15 -0.56 -2.65
H 1.94 -2.15 -2.30
H 2.11 -4.08 -7.97
H 0.74 -4.07 -7.21
C 4.66 4.03 -1.58
C 4.09 4.33 -0.20
C 2.59 4.13 -0.19
O 1.93 4.92 -1.20
C 1.85 6.30 -0.97
N 4.69 3.38 0.75
H 5.75 4.01 -1.47
H 4.48 4.74 -2.38
H 4.39 3.00 -1.82
H 4.28 5.35 0.14
H 2.14 4.39 0.77
H 2.40 3.08 -0.40
H 1.40 6.54 -0.01
H 1.21 6.64 -1.79
H 2.85 6.68 -1.14
H 5.69 3.51 0.62
H 4.42 2.45 0.45
C -0.68 4.87 -3.92
C -0.47 3.38 -3.58
C 0.64 2.72 -4.36
O 0.26 2.71 -5.70
C 1.31 2.28 -6.60
N -0.27 3.30 -2.14
H -1.61 5.25 -3.49
H -0.70 5.04 -5.00
H 0.11 5.51 -3.54
H -1.40 2.84 -3.75
H 0.87 1.71 -4.03
H 1.53 3.33 -4.19
H 1.80 1.34 -6.36
H 2.05 3.07 -6.74
H 0.91 2.09 -7.60
H 0.65 3.69 -2.02
H -0.83 4.03 -1.72
C -3.22 -2.79 -3.04
C -3.50 -1.35 -3.31
C -3.52 -1.09 -4.84
O -2.24 -1.33 -5.43
C -1.36 -0.25 -5.30
N -4.76 -1.07 -2.66
H -4.02 -3.40 -3.45
H -2.99 -2.94 -1.99
H -2.27 -3.06 -3.51
H -2.73 -0.73 -2.84
H -3.84 -0.08 -5.06
H -4.19 -1.80 -5.33
H -1.53 0.29 -4.37
H -1.52 0.46 -6.11
H -0.36 -0.68 -5.42
H -4.72 -1.49 -1.74
H -5.53 -1.51 -3.14
C 7.72 -0.90 0.21
C 7.14 0.31 1.00
C 5.69 -0.01 1.50
O 4.79 -0.32 0.47
C 3.41 -0.34 0.76
N 8.11 0.84 2.00
H 8.18 -1.68 0.82
H 8.60 -0.58 -0.35
H 7.06 -1.30 -0.56
H 7.03 1.06 0.22
H 5.40 0.82 2.15
H 5.73 -0.83 2.22
H 3.27 -0.77 1.75
H 2.90 -0.88 -0.03
H 2.93 0.64 0.79
H 8.82 1.28 1.44
H 7.73 1.44 2.71
C -2.98 6.63 4.45
C -2.99 5.12 4.15
C -1.87 4.71 3.04
O -2.24 5.38 1.85
C -1.29 5.12 0.78
N -2.68 4.41 5.37
H -2.09 6.95 4.99
H -3.91 6.84 4.99
H -3.09 7.16 3.51
H -3.95 4.89 3.68
H -1.95 3.64 2.84
H -0.87 4.99 3.36
H -0.84 4.13 0.78
H -0.57 5.93 0.81
H -1.77 5.25 -0.19
H -1.72 4.52 5.66
H -2.69 3.44 5.10
C -0.71 1.81 7.59
C -0.38 0.86 6.46
C -0.54 1.47 5.04
O -1.90 1.83 4.60
C -2.53 0.67 4.09
N 0.93 0.30 6.75
H -1.69 2.28 7.58
H 0.09 2.55 7.64
H -0.76 1.30 8.56
H -1.06 0.00 6.50
H 0.00 0.88 4.29
H -0.01 2.42 5.13
H -2.13 0.54 3.09
H -3.62 0.71 4.01
H -2.39 -0.26 4.64
H 0.78 -0.14 7.65
H 1.63 1.01 6.89

---

(4)
107
Properties=species:S:1:pos:R:3 method="wB97M-V/def2-TZVPD" homo_lumo_gap_ev=5.7140 e_lumo_ev=-4.543 total_charge=+1
C 7.62 6.88 -1.89
C 7.50 5.65 -2.37
N 7.10 4.57 -3.33
Cl 8.02 4.24 -4.77
C 5.99 3.82 -3.08
N 5.11 3.95 -1.89
C 4.00 2.98 -1.98
B 2.76 2.68 -0.95
O 1.69 1.74 -1.26
O 2.75 3.34 0.36
N 4.32 2.36 -3.27
O 3.56 1.39 -3.85
C 2.61 2.17 -4.70
C 1.42 1.28 -5.33
C 0.11 2.25 -5.44
N 5.44 2.76 -3.93
H 7.76 7.98 -1.54
H 2.09 0.84 -1.19
H 3.39 4.10 0.29
H 3.20 2.78 -5.50
H 2.10 2.98 -4.02
H 1.73 1.02 -6.42
H 1.21 0.33 -4.69
H 0.39 3.38 -5.34
H -0.55 2.00 -4.54
H -0.45 2.04 -6.44
H 5.85 2.49 -4.84
C -0.25 0.59 1.93
C 0.09 -0.73 1.29
O 0.47 -0.79 0.13
C -0.04 -1.96 2.14
H -0.11 1.39 1.20
H -1.29 0.59 2.25
H 0.41 0.77 2.78
H -1.08 -2.08 2.46
H 0.63 -1.90 3.00
H 0.24 -2.84 1.55
C -1.33 -5.50 4.60
C -0.04 -4.74 4.78
O -0.04 -3.55 5.04
C 1.24 -5.51 4.62
H -2.17 -4.82 4.74
H -1.38 -5.91 3.59
H -1.40 -6.30 5.34
H 1.30 -5.93 3.61
H 1.29 -6.31 5.36
H 2.09 -4.84 4.77
C -3.81 0.82 -9.79
C -3.19 1.25 -8.48
O -2.73 2.37 -8.33
C -3.17 0.24 -7.36
H -3.75 1.65 -10.50
H -3.26 -0.03 -10.19
H -4.86 0.56 -9.64
H -2.60 -0.63 -7.66
H -4.20 -0.04 -7.10
H -2.70 0.69 -6.48
C -2.57 5.26 1.91
C -1.26 4.51 1.85
O -1.13 3.42 2.37
C -0.12 5.17 1.11
H -3.30 4.66 2.47
H -2.43 6.21 2.42
H -2.95 5.42 0.90
H 0.12 6.12 1.59
H -0.40 5.33 0.06
H 0.75 4.52 1.15
C 2.05 -1.02 8.74
C 0.89 -1.92 9.08
O 0.31 -1.83 10.15
C 0.48 -2.94 8.06
H 2.23 -0.34 9.57
H 2.95 -1.62 8.57
H 1.81 -0.43 7.85
H 1.31 -3.62 7.85
H 0.17 -2.44 7.14
H -0.37 -3.52 8.44
C 3.47 -0.52 4.66
C 4.11 -1.79 5.16
O 3.44 -2.78 5.41
C 5.60 -1.79 5.36
H 2.39 -0.67 4.57
H 3.66 0.29 5.36
H 3.87 -0.27 3.68
H 5.88 -1.03 6.09
H 6.10 -1.59 4.40
H 5.92 -2.77 5.72
C -5.24 -3.24 0.89
C -3.93 -3.98 0.83
O -3.80 -5.08 1.35
C -2.79 -3.32 0.10
H -5.97 -3.84 1.44
H -5.11 -2.29 1.40
H -5.62 -3.08 -0.12
H -2.55 -2.37 0.58
H -3.06 -3.16 -0.94
H -1.91 -3.97 0.14
C -6.57 0.08 -4.46
C -6.21 -1.24 -5.09
O -5.84 -1.32 -6.25
C -6.32 -2.47 -4.23
H -6.44 0.87 -5.20
H -7.62 0.06 -4.14
H -5.92 0.28 -3.61
H -7.35 -2.60 -3.89
H -5.66 -2.39 -3.36
H -6.03 -3.35 -4.81

---

(5)
24
Properties=species:S:1:pos:R:3 method="wB97M-V/def2-TZVPD" homo_lumo_gap_ev="6.6312 / 5.7124" e_lumo_ev="-6.230 / -7.349" spin_multiplicity=2 relative_energy_kcal_mol=0.00 total_charge=+1
Ir -0.84 0.87 -1.01
C -0.46 0.56 3.22
C -0.33 0.86 1.77
N -1.34 1.01 0.97
O -2.58 0.74 1.51
C 0.96 0.99 1.12
C 2.26 1.16 1.83
N 0.92 1.00 -0.20
O 1.87 1.15 -0.97
H -1.34 -0.06 3.41
H -0.59 1.49 3.78
H 0.44 0.06 3.58
H -3.21 1.29 1.02
H 2.11 1.64 2.80
H 2.94 1.76 1.23
H 2.74 0.19 2.00
S -0.17 0.64 -3.22
C -0.27 -1.01 -3.46
C 0.11 -1.53 -4.74
N 0.42 -1.94 -5.77
C -0.72 -1.87 -2.46
S -1.23 -1.30 -0.94
C -0.81 -3.27 -2.66
N -0.88 -4.41 -2.80

---

(6)
88
Properties=species:S:1:pos:R:3 method="wB97M-V/def2-TZVPD" homo_lumo_gap_ev=6.9666 e_lumo_ev=-5.537 total_charge=+2
Lu -0.29 -0.39 0.12
C 1.22 -1.87 2.95
N -0.08 -1.23 2.69
C -0.37 -0.11 3.59
C 0.30 1.11 3.06
N 0.82 1.19 1.86
C 1.43 2.45 1.82
C 2.21 3.04 0.83
C 2.70 4.31 1.07
C 2.44 4.98 2.27
C 1.69 4.40 3.28
C 1.20 3.12 3.02
N 0.48 2.23 3.80
C 1.98 -2.11 1.68
N 1.97 -1.30 0.65
C 2.89 -1.86 -0.24
C 3.30 -1.42 -1.50
C 4.25 -2.17 -2.16
C 4.80 -3.33 -1.59
C 4.41 -3.77 -0.34
C 3.45 -3.01 0.31
N 2.83 -3.15 1.54
H 1.10 -2.81 3.50
H 1.83 -1.21 3.58
H -0.82 -1.92 2.79
H -0.02 -0.30 4.61
H -1.45 0.03 3.64
H 2.46 2.51 -0.07
H 3.33 4.79 0.33
H 2.85 5.97 2.43
H 1.51 4.90 4.22
H 0.20 2.36 4.76
H 2.89 -0.53 -1.93
H 4.59 -1.86 -3.14
H 5.55 -3.88 -2.14
H 4.84 -4.66 0.10
H 3.01 -3.86 2.23
N -0.53 -4.18 -2.19
C -0.52 -2.90 -1.83
O 0.14 -2.53 -0.84
C -1.35 -1.92 -2.62
C -1.72 -0.71 -1.78
H 0.12 -4.82 -1.76
H -1.03 -4.48 -3.01
H -2.18 -2.47 -3.08
H -0.72 -1.62 -3.47
H -2.73 -0.85 -1.36
H -1.82 0.16 -2.43
N -1.44 2.94 0.84
C -2.38 2.13 1.31
N -3.39 2.70 1.96
C -4.35 1.89 2.37
N -5.39 2.40 3.02
N -4.36 0.55 2.17
C -3.31 0.08 1.55
N -2.24 0.78 1.11
C -3.29 -1.40 1.36
C -4.44 -2.14 1.64
C -4.39 -3.52 1.51
C -3.20 -4.11 1.14
C -2.11 -3.30 0.87
N -2.15 -1.96 0.95
H -1.56 3.93 1.01
H -0.68 2.62 0.25
H -5.46 3.40 3.14
H -6.15 1.81 3.31
H -5.33 -1.62 1.95
H -5.27 -4.11 1.71
H -3.10 -5.18 1.05
H -1.16 -3.72 0.58
I 1.73 -2.11 -4.79
I 4.01 -2.57 -6.03
C -1.96 2.95 -2.84
C -0.65 2.48 -3.44
S 0.66 2.48 -2.21
O 0.18 1.53 -1.12
C 1.94 1.60 -3.10
C 2.30 2.20 -4.44
H -2.72 2.95 -3.61
H -1.88 3.96 -2.45
H -2.29 2.29 -2.04
H -0.30 3.14 -4.23
H -0.73 1.46 -3.83
H 1.59 0.56 -3.18
H 2.79 1.62 -2.42
H 1.52 2.06 -5.18
H 3.20 1.71 -4.81
H 2.52 3.27 -4.36